Entry from the OMol25 dataset: a 2-piece molecular cluster, C4H4F2O2 overall at a distorted geometry (ωB97M-V with the def2-TZVPD basis set).

Output
- Total charge: 0
- Highest occupied orbital energy: -0.362 Eh
- Molecular weight: 122.1 g mol⁻¹
- LUMO: 0.39 eV

Element x y z (Å)
O -0.1299 -0.7589 -1.3441
C 0.2666 0.3371 -1.5483
O -0.5173 1.2244 -2.1113
F 1.5937 0.7689 -1.4178
H -1.3553 0.9602 -2.5159
C -0.4009 -1.2479 1.3564
C -0.1101 0.1386 1.2810
C 0.4848 1.2062 1.0922
F 1.3311 2.2546 0.9345
H 0.1353 -1.7314 0.5924
H -1.4704 -1.5433 1.4690
H 0.1725 -1.6085 2.2118

So, what does the natural (NBO) scheme give us? The charges, in e, come out as: O -0.60; C 1.09; O -0.70; F -0.33; H 0.53; C -0.70; C -0.12; C 0.36; F -0.28; H 0.27; H 0.24; H 0.24


Entry from the OMol25 dataset: C4H4F2O3 in the gas phase at a distorted geometry (ωB97M-V with the def2-TZVPD basis set).

Output
- Total charge: 0
- Highest occupied orbital energy: -0.348 Eh
- Molecular weight: 138.1 g mol⁻¹
- LUMO: 0.64 eV

Element x y z (Å)
C -1.5151 0.3864 -0.0951
O -0.3294 -0.3041 0.3434
C 0.8822 -0.0835 -0.1996
O 1.8640 -0.7088 0.2647
O 1.1735 0.9838 -1.0792
C 2.4905 1.3861 -0.6611
C 3.5314 0.5752 -1.1183
F 3.6084 -0.5860 -1.7491
F 4.7884 0.8921 -0.6555
H -1.7373 0.4601 -1.0974
H -1.3717 1.4901 0.1583
H -2.3992 -0.0281 0.3956
H 2.5188 2.5429 -0.4658

So, what does the natural (NBO) scheme give us? The charges, in e, come out as: C -0.26; O -0.47; C 0.97; O -0.60; O -0.53; C -0.10; C 0.76; F -0.28; F -0.32; H 0.19; H 0.19; H 0.21; H 0.25


Entry from the OMol25 dataset: C4H4F2S in the gas phase at a distorted geometry (ωB97M-V with the def2-TZVPD basis set).

Output
- Total charge: 0
- Highest occupied orbital energy: -0.318 Eh
- Molecular weight: 122.1 g mol⁻¹
- LUMO: 0.29 eV

Element x y z (Å)
F 1.5433 1.3839 -0.3585
C 1.7597 0.0932 -0.6860
C 0.8588 -0.7375 -0.0105
F 1.2198 -2.0153 -0.0922
C -0.4611 -0.4830 0.5492
C -1.4682 0.7789 0.3223
S -1.7615 -0.5330 -0.8861
H 2.5862 -0.1240 -1.3202
H -0.9469 -1.0723 1.5081
H -1.2150 1.6269 -0.2197
H -2.1150 1.0821 1.1936

So, what does the natural (NBO) scheme give us? The charges, in e, come out as: F -0.34; C 0.16; C 0.29; F -0.32; C -0.35; C -0.48; S 0.12; H 0.19; H 0.27; H 0.22; H 0.23


Entry from the OMol25 dataset: a 2-piece molecular cluster, C4H4F3I overall at a distorted geometry (ωB97M-V with the def2-TZVPD basis set).

Output
- Total charge: 0
- Highest occupied orbital energy (alpha / beta): -0.354 / -0.354 Eh
- Molecular weight: 236.0 g mol⁻¹
- LUMO (alpha / beta): -0.88 / -0.88 eV

Element x y z (Å)
C -1.6858 1.1444 -0.6005
C -0.5385 0.4777 -0.6911
C 0.2729 0.0862 0.5050
C 1.1904 -1.0256 0.1979
F 2.1557 -1.3104 1.0761
F 1.7645 -0.8602 -1.0074
F 0.5112 -2.2415 0.0294
I -0.7313 0.0570 2.3874
H -2.2648 1.0694 -1.4846
H -2.3118 1.4891 0.2645
H -0.0981 -0.0171 -1.4895
H 1.7355 1.1310 0.8129

So, what does the natural (NBO) scheme give us? The charges, in e, come out as: C -0.33; C -0.29; C -0.34; C 0.89; F -0.31; F -0.32; F -0.36; I 0.22; H 0.20; H 0.23; H 0.23; H 0.18


Entry from the OMol25 dataset: C4H4F3O3S as an isolated structure at a distorted geometry (ωB97M-V with the def2-TZVPD basis set).

Output
- Total charge: -1
- Highest occupied orbital energy (alpha / beta): -0.166 / -0.152 Eh
- Molecular weight: 189.1 g mol⁻¹
- LUMO (alpha / beta): 3.36 / 3.36 eV

Element x y z (Å)
C -2.7066 0.6257 0.2914
C -1.2463 0.3386 0.0834
C 2.1024 -0.2670 -0.7657
C 0.1632 -1.9591 -0.4284
O -3.3914 -0.3693 -0.0463
O -3.1411 1.6736 0.7620
O -1.8517 -1.3198 -1.9980
F 2.4000 0.4619 0.3142
F 1.5123 0.4975 -1.7041
F 0.4465 -2.5364 0.7289
S -1.6391 -1.3864 -0.5863
H -0.6018 0.0242 0.9705
H -0.7245 0.7129 -0.7083
H 3.0083 -0.7945 -1.2743
H 0.2646 -2.7002 -1.2724

So, what does the natural (NBO) scheme give us? The charges, in e, come out as: C 0.73; C -0.67; C 0.49; C -0.06; O -0.72; O -0.71; O -1.00; F -0.36; F -0.37; F -0.37; S 1.33; H 0.22; H 0.23; H 0.10; H 0.13


Entry from the OMol25 dataset: C4H4F4N2 in the gas phase at a distorted geometry (ωB97M-V with the def2-TZVPD basis set).

Output
- Total charge: 0
- Highest occupied orbital energy: -0.340 Eh
- Molecular weight: 156.1 g mol⁻¹
- LUMO: 0.30 eV

Element x y z (Å)
C 1.8128 -0.6802 -0.3341
C 1.7974 0.6433 0.5042
C -1.5979 -0.1584 -0.7662
C -2.7464 0.1703 0.0219
N 0.5188 -1.1486 -0.6752
N -0.4989 -0.5603 -0.5444
F 1.3298 1.6771 -0.3177
F -3.4641 -0.9732 0.1903
F -2.3435 0.7400 1.1750
F -3.5431 1.0777 -0.5969
H 2.4487 -0.6041 -1.1610
H 2.2265 -1.5071 0.3599
H 2.8757 0.8524 0.8654
H 1.1843 0.4711 1.2790

So, what does the natural (NBO) scheme give us? The charges, in e, come out as: C -0.27; C 0.05; C 0.01; C 0.92; N -0.23; N 0.05; F -0.36; F -0.31; F -0.31; F -0.31; H 0.22; H 0.21; H 0.17; H 0.16


Entry from the OMol25 dataset: a 2-piece molecular cluster, C4H4FN overall at a distorted geometry (ωB97M-V with the def2-TZVPD basis set).

Output
- Total charge: 0
- Highest occupied orbital energy (alpha / beta): -0.257 / -0.337 Eh
- Multiplicity: 3
- Molecular weight: 85.1 g mol⁻¹
- LUMO (alpha / beta): 1.02 / -1.86 eV

Element x y z (Å)
C 0.9803 1.0040 -0.0276
C 2.0792 0.2512 0.0058
C 0.2673 -0.2855 0.1093
C -1.8737 -0.5297 -0.1486
N 1.2330 -1.0871 0.2348
F -2.6085 0.6006 0.1116
H 0.8400 2.0583 -0.2243
H 3.1983 0.2333 -0.1606
H -2.2185 -1.3481 0.4604
H -1.7567 -0.7256 -1.1727

So, what does the natural (NBO) scheme give us? The charges, in e, come out as: C -0.24; C -0.06; C 0.16; C 0.09; N -0.38; F -0.35; H 0.23; H 0.22; H 0.17; H 0.16


Entry from the OMol25 dataset: C4H4FNO2 in the gas phase at a distorted geometry (ωB97M-V with the def2-TZVPD basis set).

Output
- Total charge: 0
- Highest occupied orbital energy (alpha / beta): -0.347 / -0.340 Eh
- Molecular weight: 117.1 g mol⁻¹
- LUMO (alpha / beta): -1.74 / -0.99 eV

Element x y z (Å)
C 0.9275 1.8063 -0.1416
C 0.9573 0.4460 0.0151
F 2.1436 -0.1679 0.2313
C -0.1633 -0.4158 0.0597
C -0.0316 -2.0669 0.1162
N -1.5582 0.0664 -0.0109
O -2.4413 -0.7281 -0.2095
O -1.7293 1.2591 0.0444
H 1.7257 2.3967 0.0685
H 0.1424 2.4055 -0.4509
H -0.8170 -2.5798 0.5012
H 0.8442 -2.4215 -0.2233

So, what does the natural (NBO) scheme give us? The charges, in e, come out as: C -0.36; C 0.31; F -0.32; C 0.00; C -0.20; N 0.51; O -0.37; O -0.38; H 0.20; H 0.23; H 0.20; H 0.18


Entry from the OMol25 dataset: C4H4IN in the gas phase at a distorted geometry (ωB97M-V with the def2-TZVPD basis set).

Output
- Total charge: 0
- Highest occupied orbital energy (alpha / beta): -0.317 / -0.317 Eh
- Molecular weight: 193.0 g mol⁻¹
- LUMO (alpha / beta): -0.27 / -0.27 eV

Element x y z (Å)
I 3.3568 0.1258 -0.0279
C 1.3120 0.0682 0.0232
N 0.5398 -1.3580 0.0279
C -0.8003 -0.9399 -0.0014
C -0.8942 0.5391 0.0549
C 0.3522 1.0810 0.0339
H -1.4049 -1.4599 0.7508
H -1.2198 -1.2580 -0.9663
H -1.8266 1.0710 0.0930
H 0.5851 2.1307 0.0119

So, what does the natural (NBO) scheme give us? The charges, in e, come out as: I 0.25; C -0.03; N -0.38; C -0.36; C -0.11; C -0.35; H 0.25; H 0.27; H 0.22; H 0.24


Entry from the OMol25 dataset: C4H4IN in the gas phase at a distorted geometry (ωB97M-V with the def2-TZVPD basis set).

Output
- Total charge: 0
- Highest occupied orbital energy: -0.308 Eh
- Molecular weight: 193.0 g mol⁻¹
- LUMO: -1.14 eV

Element x y z (Å)
C -0.6208 2.3300 0.4874
C -0.1540 1.1655 0.0639
C 1.1156 0.3026 0.1565
C 0.0810 -0.9477 -0.2902
N -0.9655 0.0455 -0.3703
I -2.8953 -0.3025 0.1073
H 1.7821 0.5358 -0.6250
H 1.5951 0.1021 1.0928
H 0.1834 -1.5343 -1.1661
H -0.1215 -1.6970 0.5438

So, what does the natural (NBO) scheme give us? The charges, in e, come out as: C 0.20; C -0.22; C -0.38; C -0.19; N -0.58; I 0.34; H 0.23; H 0.24; H 0.19; H 0.18


| no. | E (hartree) |
| --- | --- |
| 1 | -504.91270 |
| 2 | -580.16680 |
| 3 | -752.61984 |
| 4 | -751.97529 |
| 5 | -1078.20111 |
| 6 | -663.66608 |
| 7 | -309.12824 |
| 8 | -459.68058 |
| 9 | -507.16464 |
| 10 | -507.03482 |